{"formula": "C5H8O2", "method": "ωB97M-V/def2-TZVPD", "homo_lumo_gap_ev": [8.18, 8.18], "largest_force_ha_per_bohr": 0.0152, "de_lowest_ev": 4.713, "lumo_energy_ev": [0.2, 0.2], "species": ["H", "C", "O", "C", "C", "H", "O", "C", "H", "H", "H", "C", "H", "H", "H"], "xyz": [[-0.185, -1.733, 1.363], [0.680, 0.069, -0.608], [-1.747, -0.438, 1.759], [0.535, 0.275, 0.879], [0.535, 1.445, -0.944], [1.422, 2.013, -1.245], [1.769, -0.657, -1.099], [-0.694, -0.659, -0.470], [0.711, 1.134, 1.506], [-0.418, 1.936, -1.073], [-1.540, -0.014, -0.712], [-0.569, -0.740, 1.049], [-1.542, -0.495, 2.702], [1.741, -0.559, -2.061], [-0.700, -1.578, -1.046]], "nbo_charge": [0.18, 0.12, -0.71, -0.17, -0.35, 0.20, -0.70, -0.40, 0.21, 0.21, 0.22, 0.04, 0.47, 0.47, 0.22]}